(1)
Here is a 2-piece molecular cluster, C15H31F3N2O5P overall from OMol25. Energies are from ωB97M-V/def2-TZVPD.

Output
- HOMO-LUMO gap: 9.9736 eV
- Highest occupied orbital energy: -12.1 eV
- Net charge: +1
- E: -1716.4989 Ha

Geometry as XYZ:
```
57
Properties=species:S:1:pos:R:3:forces:R:3:mulliken_charge:R:1
C 2.99522 -2.76404 0.41483 0.501 -0.146 0.040 -1.073
C 3.75018 -1.64084 1.09323 0.185 -0.135 -0.017 -0.388
O 3.48094 -0.42623 0.40087 -0.197 -0.030 -0.015 -0.232
C 4.15685 0.68325 0.95179 -0.049 0.272 0.134 -0.636
C 4.10841 1.83670 -0.03234 0.043 -0.242 -0.103 -0.770
O 2.91024 2.55859 0.19816 0.028 -0.050 0.176 -0.162
C 2.90156 3.87756 -0.30053 0.050 0.189 0.026 -0.605
C 1.45650 4.39105 -0.22197 -0.022 0.019 0.024 -0.664
O 0.64289 3.23647 -0.28854 -0.129 0.295 -0.491 -0.216
C -0.72168 3.28551 0.03332 -0.098 -0.279 -0.053 -0.876
C -0.83995 2.17099 1.05364 0.025 -0.029 0.190 0.048
C -2.17601 1.57060 1.45778 -0.012 -0.002 -0.145 -0.648
C -1.80880 0.15573 1.97664 0.082 -0.169 0.010 -0.690
C -0.32772 -0.06748 1.56628 -0.129 0.139 -0.084 -0.245
P 0.19564 -1.75185 0.96731 -1.081 0.416 0.886 0.142
N 0.37178 -2.01473 -0.53614 -0.924 0.385 -0.242 -0.610
N -0.14008 0.95828 0.49176 -0.208 -0.239 -0.093 -0.011
H 2.00987 -2.41589 0.10057 1.301 -0.451 -0.476 0.294
H 2.84851 -3.60300 1.09680 0.196 -0.080 0.050 0.386
H 3.52239 -3.13101 -0.46591 -0.018 0.060 -0.002 0.352
H 4.83319 -1.81526 1.08036 -0.044 -0.019 0.092 0.418
H 3.44982 -1.54809 2.14804 0.003 0.097 -0.001 0.365
H 5.19318 0.43534 1.20980 -0.028 -0.095 -0.148 0.502
H 3.64976 1.00928 1.87380 0.179 -0.048 0.017 0.289
H 4.08781 1.41642 -1.04547 0.141 0.112 0.006 0.328
H 4.99046 2.47842 0.06433 -0.086 0.031 0.132 0.489
H 3.54579 4.50834 0.32576 -0.018 0.034 -0.132 0.333
H 3.28386 3.93899 -1.32592 -0.104 -0.241 -0.001 0.429
H 1.29216 4.93932 0.71309 -0.097 -0.155 0.013 0.413
H 1.22044 5.05667 -1.05755 0.156 0.071 0.067 0.290
H -1.08230 4.23882 0.42787 0.186 -0.002 0.076 0.403
H -1.30781 3.04731 -0.86444 -0.076 0.086 0.068 0.262
H -0.24043 2.42063 1.93356 -0.071 0.173 -0.053 0.373
H -2.69612 2.17482 2.19735 0.069 -0.011 0.019 0.480
H -2.81401 1.50219 0.57254 -0.023 -0.007 0.136 0.169
H -1.88522 0.08280 3.06022 -0.051 0.016 -0.039 0.506
H -2.46503 -0.60444 1.55055 0.050 0.050 -0.010 0.297
H 0.31382 0.23765 2.39472 0.136 -0.071 -0.120 0.578
H -0.76431 -2.53039 1.64442 0.004 -0.042 -0.095 0.035
H 1.32062 -1.98333 1.77952 -0.230 0.060 -0.040 -0.018
H 0.23207 -1.33031 -1.26209 0.036 -0.129 -0.065 0.210
H 0.82063 1.16005 0.17894 0.092 0.112 0.316 0.376
H -0.67248 0.63754 -0.32732 0.181 0.066 -0.035 0.148
C -3.83981 -4.64040 -1.50213 -0.006 -0.004 0.021 -1.097
C -4.87074 -3.54935 -1.65267 -0.020 0.052 -0.025 -0.238
O -4.26006 -2.22963 -1.48448 0.013 -0.027 -0.037 -0.333
C -3.63960 -1.74947 -2.54269 0.068 0.097 -0.054 0.283
O -3.50719 -2.23647 -3.62362 -0.026 -0.009 0.085 -0.492
C -3.07943 -0.33977 -2.22542 -0.028 -0.064 0.003 0.986
F -2.44743 -0.32297 -1.01413 0.005 -0.011 -0.039 -0.326
F -4.05428 0.56777 -2.16201 0.044 -0.034 -0.005 -0.263
F -2.19086 0.04314 -3.12858 -0.028 0.009 0.024 -0.265
H -3.34210 -4.57259 -0.53484 0.001 -0.005 -0.003 0.279
H -4.33738 -5.60867 -1.56188 0.012 0.002 -0.004 0.390
H -3.09513 -4.59052 -2.29456 0.000 -0.001 0.001 0.332
H -5.62721 -3.58130 -0.87375 0.010 -0.009 0.004 0.333
H -5.35141 -3.57215 -2.62892 0.006 -0.005 0.007 0.344
```
Forces are in eV/Å.



(2)
Here is C15H31FHfP2 as an isolated structure from OMol25. Energies are from ωB97M-V/def2-TZVPD.

Output
- HOMO-LUMO gap (alpha / beta): 4.0187 / 4.0196 eV
- Highest occupied orbital energy (alpha / beta): -11.9 / -11.9 eV
- Net charge: +2
- E: -1419.8589 Ha

Geometry as XYZ:
```
50
Properties=species:S:1:pos:R:3:forces:R:3:mulliken_charge:R:1
P -0.41458 -0.82415 -2.00968 -3.081 -0.560 -1.625 1.283
P -0.87193 -0.78983 1.84221 -3.819 -2.104 0.239 0.540
C -1.10008 -2.10710 -0.82216 0.880 -0.463 -0.141 -1.176
C -1.78156 -1.67439 0.45859 -0.584 0.120 0.102 -0.899
H -0.29583 -2.83497 -0.62716 -0.141 0.197 0.067 0.383
H -1.83242 -2.65478 -1.44943 0.316 0.366 0.210 0.654
H -2.68990 -1.08623 0.23881 0.423 -0.019 0.105 0.464
H -2.16957 -2.57890 0.97173 0.370 0.331 -0.201 0.665
C 0.15798 -2.12644 2.52583 0.745 -0.445 0.191 -1.427
H 0.82186 -1.77915 3.32998 -0.267 -0.205 -0.249 0.488
H 0.74403 -2.73165 1.80882 -0.195 0.599 0.150 0.391
H -0.57397 -2.81552 2.98280 0.294 0.306 -0.248 0.419
C -2.21195 -0.88959 3.01579 -0.151 -0.366 0.231 -1.572
H -2.49318 -1.93719 3.11434 -0.396 0.197 0.256 0.655
H -3.02921 -0.28119 2.62691 -0.135 -0.009 0.320 0.444
H -1.83026 -0.50265 3.96383 -0.384 -0.074 0.067 0.456
C 0.42604 -1.76803 -3.27585 0.178 -0.596 0.296 -1.205
H 0.96445 -1.08974 -3.93845 -0.044 -0.161 -0.021 0.395
H -0.36609 -2.28992 -3.82973 0.494 -0.080 0.046 0.460
H 1.11762 -2.47636 -2.80637 -0.026 -0.029 -0.388 0.456
C -1.95612 -0.31724 -2.86032 -0.106 -0.846 -0.750 -1.449
H -2.72555 0.05358 -2.16863 0.315 -0.287 -0.244 0.331
H -2.32625 -1.16736 -3.44708 -0.239 -0.092 0.163 0.555
H -1.69456 0.50935 -3.53685 -0.262 -0.613 0.147 0.443
Hf 2.81642 2.00382 1.11019 -3.355 2.945 -1.302 1.692
C -0.57136 0.96502 1.98782 2.201 0.795 -1.192 0.173
C 0.94829 0.65671 1.89302 2.639 1.980 -0.804 -0.931
C 1.31485 0.07284 0.45439 0.187 -1.597 0.724 0.193
C 1.63525 0.78708 -0.94073 -0.222 -1.478 -0.147 -0.786
C 0.29003 0.84709 -1.97632 -0.928 2.492 1.543 -0.734
C -0.97852 1.65846 -1.77137 4.741 1.655 1.346 -1.238
C -1.45093 1.46029 -0.37398 -1.669 -1.194 -0.803 0.862
C -1.12890 2.06041 1.01047 -0.340 -0.404 0.704 -1.385
C 4.77655 2.43354 0.38318 1.096 -0.539 0.107 -1.346
H -0.88634 1.21868 2.98517 0.165 0.003 0.496 1.028
H 1.29764 -0.02925 2.67189 -0.076 0.201 -0.474 0.468
H 0.49847 -0.67320 0.18602 0.451 0.944 -0.370 -0.926
H 2.06285 -0.73697 0.60623 0.266 0.699 0.069 0.723
H 2.28957 1.66556 -1.11406 -0.524 0.369 0.249 0.363
H 2.19858 -0.02239 -1.44033 0.328 0.443 0.218 0.413
H 0.73559 0.87792 -2.97771 -0.095 0.407 0.106 0.889
H -0.98696 2.65939 -2.22869 -0.234 -0.554 -0.012 0.411
H -1.16850 0.40844 -0.20765 -0.383 0.054 -0.180 -1.338
H -2.55395 1.41832 -0.45547 0.086 0.234 0.395 0.422
H -0.46330 2.92674 0.99212 0.115 -0.183 0.047 0.292
H -2.07919 2.39605 1.47698 0.596 -0.001 -0.403 0.455
H 5.16169 3.39996 0.79334 -0.321 -0.472 -0.242 0.375
H 5.05271 2.38755 -0.69858 -0.146 -0.038 0.825 0.320
H 5.34160 1.63651 0.92403 0.410 0.186 -0.363 0.375
F 1.97890 3.68088 0.60214 0.826 -2.112 0.738 -0.521
```
Forces are in eV/Å.



E of number 2 (C15H31FHfP2)? -1419.8589 Ha



Number 1 is which compound? C15H31F3N2O5P



Which value of E does entry 1 give? -1716.4989 Ha